DFT (ωB97M-V/def2-TZVPD) results for the molecule C21H22F2N2O3S at a distorted geometry.

CARTESIAN COORDINATES (ANGSTROEM)
O1 -2.6038 -0.7310 1.6087
C1 -2.6418 -0.8171 0.3188
N1 -3.7988 -0.5041 -0.3744
C2 -5.1478 -0.2635 0.1458
C3 -5.4141 -0.2210 1.3792
C4 -6.7572 0.2269 2.0205
C5 -7.8356 0.3639 1.2442
C6 -7.5128 0.3215 -0.3909
F1 -8.5499 0.6662 -1.1400
C7 -6.2973 -0.0312 -0.8332
C8 -1.6980 -1.2224 -0.4189
C9 -0.7016 -2.0067 -0.0533
C10 0.4534 -2.2986 -0.5412
S1 1.7161 -3.2621 0.2055
O2 0.9789 -4.4176 0.9473
O3 2.7590 -3.4590 -1.0427
N2 2.4418 -2.4300 1.3511
C11 3.2087 -1.1537 0.9765
C12 2.4168 -0.0463 0.9205
C13 3.3002 1.2356 0.3976
C14 3.6066 2.0543 1.1729
C15 4.5840 3.2570 0.9874
C16 5.2889 2.8407 -0.3556
C17 4.3149 2.3848 -1.3913
C18 3.8390 1.2956 -0.9302
C19 0.8027 -1.7916 -2.0131
C20 -0.2847 -1.1398 -2.4684
C21 -1.3535 -0.9071 -1.7909
F2 -2.2570 0.1094 -2.5055
H1 -3.9599 -0.7047 -1.4812
H2 -4.6152 -0.0901 2.2724
H3 -6.8520 0.2756 2.9116
H4 -8.8387 0.8659 1.3032
H5 -6.0524 -0.2375 -1.8074
H6 -0.9279 -2.2677 1.1980
H7 1.7455 -2.5127 2.1396
H8 3.5790 -1.6302 0.1845
H9 4.0725 -1.3299 1.8145
H10 1.7634 -0.2077 0.0790
H11 1.9758 0.1171 1.8405
H12 3.1352 2.1398 2.2336
H13 5.1566 3.3284 1.8210
H14 3.9079 3.9909 0.9075
H15 6.1713 2.1463 -0.0041
H16 5.6519 3.9622 -0.4293
H17 3.5067 3.2033 -1.4928
H18 4.7379 2.4892 -2.2631
H19 3.0171 0.7921 -1.8098
H20 4.5862 0.3601 -0.7806
H21 1.6296 -2.1006 -2.5615
H22 -0.2477 -0.6427 -3.5020

Output
- SMILES = O=C(Nc1cccc(F)c1)c1cc(S(=O)(=O)NCCC2=CCCCC2)ccc1F
- total energy (hartree) = -1745.9748
- multiplicity = 1


DFT (ωB97M-V/def2-TZVPD) results for the molecule C21H22F3N5O3S at a distorted geometry.

CARTESIAN COORDINATES (ANGSTROEM)
C1 3.5347 0.2796 -2.8639
C2 2.3500 1.2467 -2.8740
C3 2.2715 2.0313 -1.5676
O1 1.1019 0.5851 -3.0197
C4 0.8698 -0.0005 -4.2840
C5 -0.6021 -0.4054 -4.3693
C6 -0.9197 -1.6025 -3.4691
N1 -0.5199 -1.3423 -2.0995
C7 -1.2659 -0.5629 -1.2888
S1 -2.8640 -0.0892 -1.8054
C8 -3.3898 0.7352 -0.2748
C9 -3.0527 -0.1554 0.9232
O2 -3.3095 -1.3351 0.9219
N2 -2.5696 0.5577 1.9868
C10 -1.9464 0.0470 3.1205
C11 -1.9974 -1.3070 3.4473
C12 -1.3446 -1.7877 4.5648
C13 -0.6360 -0.9335 5.3934
C14 -0.5889 0.4147 5.0965
C15 -1.2367 0.9089 3.9720
C16 -1.1724 2.3803 3.6883
F1 -0.4791 3.0691 4.6000
F2 -0.6171 2.6823 2.4952
F3 -2.4025 2.9517 3.6508
N3 -0.9276 -0.1560 -0.1109
C17 0.2759 -0.5283 0.3808
N4 0.6061 -0.1043 1.6057
C18 1.7839 -0.4716 2.0601
C19 2.6649 -1.2508 1.3044
N5 2.3482 -1.6814 0.1002
C20 1.1516 -1.3404 -0.3716
C21 0.7563 -1.7925 -1.7091
O3 1.4081 -2.5027 -2.4347
H1 3.6661 -0.1899 -3.8355
H2 3.3762 -0.5003 -2.1229
H3 4.4432 0.8228 -2.6184
H4 2.4678 1.9532 -3.7155
H5 3.1496 2.6606 -1.4555
H6 1.3818 2.6554 -1.5602
H7 2.2175 1.3479 -0.7243
H8 1.1005 0.7296 -5.0754
H9 1.5071 -0.8834 -4.4259
H10 -1.2160 0.4477 -4.0761
H11 -0.8416 -0.6718 -5.3985
H12 -1.9896 -1.8246 -3.4912
H13 -0.3514 -2.4770 -3.7957
H14 -2.9068 1.7095 -0.2292
H15 -4.4708 0.8479 -0.3649
H16 -2.3826 1.5297 1.7935
H17 -2.5428 -1.9772 2.8053
H18 -1.3921 -2.8422 4.7907
H19 -0.1269 -1.3109 6.2661
H20 -0.0467 1.0934 5.7368
H21 2.0352 -0.1291 3.0550
H22 3.6411 -1.5316 1.6724

Output
- SMILES = CC(C)OCCCn1c(SCC(=O)Nc2ccccc2C(F)(F)F)nc2nccnc2c1=O
- total energy (hartree) = -2010.7968
- multiplicity = 1


| no. | highest occupied orbital energy (eV) |
| --- | --- |
| 1 | -8.99 |
| 2 | -8.65 |